[1]
A molecular structure, CH2NO5PYb. Source: OMol25; level of theory: wB97M-V/def2-TZVPD.

```
11
Properties=species:S:1:pos:R:3:forces:R:3
O 2.8169 -0.5333 1.3137 0.0 0.5 -0.1
C 2.1629 -0.0761 0.5106 0.0 -0.4 -0.1
N 1.4280 0.2729 -0.4760 0.6 0.1 1.7
O 0.3782 1.1636 -0.0289 -0.1 -1.1 -0.1
P -1.1704 0.5064 -0.0835 -2.3 0.8 -0.4
O -1.9925 1.3916 -0.8646 0.3 0.2 -0.5
O -1.6996 0.2294 1.3547 1.3 -0.4 -0.1
O -1.1172 -0.9497 -0.8949 2.2 0.7 0.7
H -1.0527 0.0165 2.0484 -0.4 0.1 0.3
H -0.6705 -1.6083 -0.3278 -0.7 -0.4 -0.1
Yb 0.9169 -0.4130 -2.5516 -1.0 -0.1 -1.2
```
Forces are in eV/Å.

The largest force on an atom comes out at 2.5 eV/Å. For the electronic energy, the calculation gives -53597.5832 eV. The total charge is +2. The highest occupied orbital energy comes out at -19.28 eV. For the HOMO-LUMO gap, the calculation gives 9.24 eV.

---

[2]
A gas-phase ion, CH2NOS3 (charge -1). Source: OMol25; level of theory: wB97M-V/def2-TZVPD.

```
8
Properties=species:S:1:pos:R:3:forces:R:3
C 2.1737 1.5366 1.5646 -1.1 -1.2 0.3
N -0.2991 0.0268 -0.2441 -4.6 1.1 1.2
O 3.2575 2.0358 1.5192 1.4 0.8 0.0
S 1.7954 -0.1066 1.9336 0.1 0.2 0.1
S 0.8341 2.7566 1.2886 -1.7 -0.9 -1.1
S -1.0080 1.5315 0.1042 1.8 -0.5 1.5
H -0.1627 -0.6849 0.4519 0.4 0.5 0.5
H 0.4175 0.2790 -0.7858 3.8 0.0 -2.4
```
Forces are in eV/Å.

The largest force on an atom comes out at 4.9 eV/Å. For the electronic energy, the calculation gives -37113.5070 eV. Its SMILES is NSSC([O-])=S. The value obtained for the energy above the lowest of the compared OMol25 structures with the same formula, charge and spin is 29.4 kcal per mole. The total charge is -1. The highest occupied orbital energy comes out at -3.77 eV. For the HOMO-LUMO gap, the calculation gives 6.83 eV.

---

[3]
2 unconnected molecules or ions with the total composition CH2NP. Source: OMol25; level of theory: wB97M-V/def2-TZVPD.

```
5
Properties=species:S:1:pos:R:3:forces:R:3
C -2.4731 0.1519 0.1144 1.9 0.2 -0.8
N -3.6027 -0.0860 -0.0541 1.5 0.4 0.4
P -0.0673 0.9115 -0.0130 -2.5 0.6 -1.2
H 0.5618 0.0748 0.8549 0.1 -1.1 0.9
H 0.5850 0.2772 -1.1704 -1.1 0.0 0.7
```
Forces are in eV/Å.

The largest force on an atom comes out at 2.8 eV/Å. For the electronic energy, the calculation gives -11844.6496 eV. The value obtained for the energy above the lowest of the compared OMol25 structures with the same formula, charge and spin is 57.5 kcal per mole. The total charge is 0. The highest occupied orbital energy comes out at -11.07 eV. For the HOMO-LUMO gap, the calculation gives 8.93 eV.

---

[4]
A molecular structure, CH2Na9O4. Source: OMol25; level of theory: wB97M-V/def2-TZVPD.

```
16
Properties=species:S:1:pos:R:3:forces:R:3
Na 0.4915 -1.9451 -2.3074 0.3 -0.8 -1.1
Na -1.9698 1.4818 -3.1498 -0.9 0.3 -0.9
Na -1.3027 -3.5170 0.0568 0.0 -1.5 -0.2
Na -1.9046 -1.6773 2.7016 -0.6 -0.1 1.4
Na 3.1879 -0.2449 -0.9647 1.3 0.1 0.1
Na -3.0125 -1.0766 -0.8448 -0.9 0.2 -0.4
Na 0.8302 2.1068 -1.9675 0.6 0.7 0.0
Na 1.3699 -1.5344 1.6303 0.9 -0.1 0.6
Na -1.5366 2.2565 1.1186 -0.2 1.0 0.6
C -0.3519 -0.1386 -0.2725 0.3 1.5 -0.5
O -1.0696 0.6088 -0.9365 -2.7 3.7 -2.9
O 0.8258 0.0921 -0.0677 5.3 1.1 -0.2
O -0.8344 -1.1556 0.1785 -3.5 -6.7 3.4
O 1.8338 1.5424 1.9897 -0.5 -0.5 0.3
H 1.3069 0.9675 1.4346 0.1 0.3 -0.3
H 2.1361 2.2337 1.4008 0.5 0.7 0.2
```
Forces are in eV/Å.

Its spin multiplicity is 2. The largest force on an atom comes out at 8.3 eV/Å. For the electronic energy, the calculation gives -48934.1004 eV. The total charge is +6. The highest occupied orbital energy (spin up / spin down) comes out at -24.81 / -29.47 eV. For the HOMO-LUMO gap (spin up / spin down), the calculation gives 4.55 / 8.48 eV.

---

[5]
A single CH2O2 molecule. Source: OMol25; level of theory: wB97M-V/def2-TZVPD.

```
5
Properties=species:S:1:pos:R:3:forces:R:3
C -0.0031 -0.1158 -0.2771 3.5 1.3 0.9
O 0.2110 0.0642 1.0877 0.8 -0.2 1.5
O -0.5978 0.9585 0.3293 -0.7 1.3 -0.9
H 1.0006 0.0273 -0.8162 -2.1 -0.2 0.1
H -0.6107 -0.9343 -0.3238 -1.5 -2.2 -1.6
```
Forces are in eV/Å.

The largest force on an atom comes out at 3.8 eV/Å. For the electronic energy, the calculation gives -5160.0126 eV. Its SMILES is C1OO1. The value obtained for the energy above the lowest of the compared OMol25 structures with the same formula, charge and spin is 101.5 kcal per mole. The total charge is 0. The highest occupied orbital energy comes out at -10.42 eV. For the HOMO-LUMO gap, the calculation gives 11.49 eV.

---

[6]
2 unconnected molecules or ions with the total composition CH2O2S. Source: OMol25; level of theory: wB97M-V/def2-TZVPD.

```
6
Properties=species:S:1:pos:R:3:forces:R:3
C -0.3720 0.4200 -1.2137 0.0 -0.8 0.0
O -0.2031 -0.3717 2.0957 0.2 0.5 -0.9
O 1.5812 -1.3438 0.7888 0.5 -0.2 -0.6
S 0.7492 -0.2088 1.0137 -0.6 -0.2 1.3
H -0.4126 1.4893 -1.1754 0.1 0.9 0.0
H -1.3427 0.0150 -1.5091 -0.1 -0.1 0.1
```
Forces are in eV/Å.

The largest force on an atom comes out at 1.5 eV/Å. For the electronic energy, the calculation gives -15994.4415 eV. The value obtained for the energy above the lowest of the compared OMol25 structures with the same formula, charge and spin is 126.7 kcal per mole. The total charge is 0. The highest occupied orbital energy (spin up / spin down) comes out at -9.94 / -10.45 eV. For the HOMO-LUMO gap (spin up / spin down), the calculation gives 8.11 / 8.14 eV.

---

[7]
2 unconnected molecules or ions with the total composition CH2O2S2. Source: OMol25; level of theory: wB97M-V/def2-TZVPD.

```
7
Properties=species:S:1:pos:R:3:forces:R:3
C 0.9965 -0.6037 0.2010 -0.8 3.3 -2.8
O 3.3597 -0.1183 -0.9122 0.0 0.3 0.0
O 3.2974 -1.3205 1.2401 -0.1 0.2 0.6
S 0.0506 -0.6105 1.6126 -0.4 -0.2 0.2
S 2.7275 -0.3229 0.3655 -0.1 -0.8 -0.9
H 0.4396 0.5854 -1.0825 1.3 -2.7 2.9
H -1.0712 -0.1103 1.0715 0.1 0.0 0.0
```
Forces are in eV/Å.

The largest force on an atom comes out at 4.4 eV/Å. For the electronic energy, the calculation gives -26828.7771 eV. The value obtained for the energy above the lowest of the compared OMol25 structures with the same formula, charge and spin is 121.7 kcal per mole. The total charge is 0. The highest occupied orbital energy (spin up / spin down) comes out at -9.18 / -9.33 eV. For the HOMO-LUMO gap (spin up / spin down), the calculation gives 7.32 / 7.45 eV.

---

[8]
2 unconnected molecules or ions with the total composition CH2O2S2. Source: OMol25; level of theory: wB97M-V/def2-TZVPD.

```
7
Properties=species:S:1:pos:R:3:forces:R:3
C 1.1875 -1.5290 0.4500 -0.7 -1.0 1.5
O 1.8993 0.6714 -0.2421 4.2 3.0 0.5
O 0.7608 -2.6482 0.5327 0.5 1.6 -0.6
S -1.0449 2.5192 -0.7080 0.3 0.4 1.0
S 0.6506 0.0270 -0.4141 -4.0 -2.9 -1.1
H 2.0217 -1.0701 1.0481 0.2 -0.7 -0.3
H -0.5384 2.9648 0.5039 -0.4 -0.3 -0.9
```
Forces are in eV/Å.

The largest force on an atom comes out at 5.2 eV/Å. For the electronic energy, the calculation gives -26831.0352 eV. The value obtained for the energy above the lowest of the compared OMol25 structures with the same formula, charge and spin is 69.6 kcal per mole. The total charge is 0. The highest occupied orbital energy (spin up / spin down) comes out at -9.84 / -9.70 eV. For the HOMO-LUMO gap (spin up / spin down), the calculation gives 7.90 / 7.03 eV.

---

[9]
2 unconnected molecules or ions with the total composition CH2O2S3. Source: OMol25; level of theory: wB97M-V/def2-TZVPD.

```
8
Properties=species:S:1:pos:R:3:forces:R:3
C 0.4594 -0.6518 0.1918 -0.9 1.8 -1.0
O 4.3118 0.6310 0.8437 -0.4 -0.8 0.5
O 3.9668 -0.7095 -1.1188 -0.6 -0.6 1.3
S 1.1740 0.8628 -0.2192 -0.1 0.6 0.6
S -1.2440 -0.8227 0.2761 0.8 -0.9 -0.2
S 3.7448 -0.5870 0.3134 1.4 1.3 -1.8
H 0.5867 2.2600 -0.1585 -0.2 -2.4 0.0
H -1.2339 -2.2018 0.1079 0.0 1.0 0.4
```
Forces are in eV/Å.

The largest force on an atom comes out at 2.6 eV/Å. For the electronic energy, the calculation gives -37666.4971 eV. The value obtained for the energy above the lowest of the compared OMol25 structures with the same formula, charge and spin is 62.5 kcal per mole. The total charge is 0. The highest occupied orbital energy comes out at -9.65 eV. For the HOMO-LUMO gap, the calculation gives 8.80 eV.

---

[10]
A single CH2O2S3 molecule. Source: OMol25; level of theory: wB97M-V/def2-TZVPD.

```
8
Properties=species:S:1:pos:R:3:forces:R:3
C 0.1099 0.2462 0.0736 0.8 -2.3 0.2
O 1.6363 -2.0052 -1.2505 -1.9 0.1 1.1
O -1.9025 1.7749 1.1633 0.9 0.6 0.3
S 1.1182 1.1894 -0.6818 0.1 0.6 -0.6
S 0.6112 -1.8624 0.0912 -0.1 1.5 -0.5
S -1.1966 0.3234 1.1398 0.1 -1.7 0.3
H 2.2686 -1.3085 -1.1291 1.1 0.8 0.0
H -2.6451 1.6422 0.5934 -1.0 0.4 -0.7
```
Forces are in eV/Å.

The largest force on an atom comes out at 2.4 eV/Å. For the electronic energy, the calculation gives -37667.4064 eV. Its SMILES is OSC(=S)SO. The value obtained for the energy above the lowest of the compared OMol25 structures with the same formula, charge and spin is 41.5 kcal per mole. The total charge is 0. The highest occupied orbital energy comes out at -9.04 eV. For the HOMO-LUMO gap, the calculation gives 8.41 eV.

---

Question: The highest largest force on an atom belongs to which entry?
Answer: CH2Na9O4

---

Copy entry 5 word for word.
A single CH2O2 molecule. Source: OMol25; level of theory: wB97M-V/def2-TZVPD.

```
5
Properties=species:S:1:pos:R:3:forces:R:3
C -0.0031 -0.1158 -0.2771 3.5 1.3 0.9
O 0.2110 0.0642 1.0877 0.8 -0.2 1.5
O -0.5978 0.9585 0.3293 -0.7 1.3 -0.9
H 1.0006 0.0273 -0.8162 -2.1 -0.2 0.1
H -0.6107 -0.9343 -0.3238 -1.5 -2.2 -1.6
```
Forces are in eV/Å.

The largest force on an atom comes out at 3.8 eV/Å. For the electronic energy, the calculation gives -5160.0126 eV. Its SMILES is C1OO1. The value obtained for the energy above the lowest of the compared OMol25 structures with the same formula, charge and spin is 101.5 kcal per mole. The total charge is 0. The highest occupied orbital energy comes out at -10.42 eV. For the HOMO-LUMO gap, the calculation gives 11.49 eV.

---

Question: Which value of electronic energy does entry 3 give?
Answer: -11844.6496 eV